Density functional theory data (the ωB97M-V functional and the def2-TZVPD basis) for a structure of composition C17H17N4ORuSSe4 at a distorted geometry.

Energy relative to the best compared isomer or geometry (same formula, charge and spin) = 0.528 eV
Total charge = +1
Electronic energy = -11050.81305 Eh
E_LUMO (spin up / spin down) = -6.2 / -6.2 eV
Highest occupied orbital energy (spin up / spin down) = -8.97 / -8.96 eV

Structure (XYZ):
```
45
C17H17N4ORuSSe4, DFT the ωB97M-V functional and the def2-TZVPD basis
Ru -0.214 -1.314 0.122
Se 1.304 -3.767 -2.442
Se 1.368 -4.560 -0.211
Se 0.252 -1.751 -2.232
Se 1.738 -2.575 0.844
S -1.040 -1.715 2.566
O 3.575 3.877 1.909
N -1.483 -2.929 0.340
N 1.030 0.383 0.176
N 4.570 3.422 -0.080
N -2.362 -4.035 2.197
C -2.015 -3.845 -0.440
C -1.256 1.180 -1.805
C 0.431 2.943 -1.267
C -2.330 -0.147 -0.031
C -2.907 -4.996 1.418
C -1.502 0.865 -0.392
C 0.482 1.301 1.172
C -2.766 -4.917 0.066
C -1.677 -2.977 1.687
C -0.411 2.130 -2.210
C 2.249 2.865 0.288
C 1.862 2.333 -1.043
C 3.513 3.429 0.776
C 1.692 0.839 -0.810
C -0.878 1.781 0.630
C 1.047 2.773 1.102
C -0.167 3.066 0.152
H 4.509 3.103 -1.027
H 0.584 3.943 -1.676
H -1.818 0.610 -2.537
H -1.826 -3.739 -1.501
H 2.111 0.126 -1.514
H -3.191 -5.660 -0.588
H -2.879 -0.687 -0.794
H -2.689 -0.231 0.986
H 0.499 0.823 2.149
H 2.534 2.508 -1.880
H -0.296 2.318 -3.271
H -1.579 1.982 1.440
H -3.433 -5.790 1.926
H 5.427 3.846 0.232
H -0.707 3.999 0.298
H 1.101 3.266 2.068
H -2.453 -4.076 3.205
```